38
Properties=species:S:1:pos:R:3:forces:R:3:lowdin_charge:R:1 method="wB97M-V/def2-TZVPD" smiles=CCB(O)[C@@H](COC)OC.C1CCOC1 charge=0 e_above_lowest_kcal_mol=0.00 fmax_ev_per_a=1.7
C 1.319211 -2.577359 -0.509342 0.5562 0.4028 -0.4860 -0.09
C 2.212172 -2.208711 -1.747877 -0.4851 -0.1138 0.0711 -0.14
B 1.970475 -0.738309 -2.313685 0.9958 0.5402 0.6602 -0.35
O 3.095633 0.149703 -2.291413 -1.4287 -0.8286 0.0786 0.09
C 0.601508 -0.143456 -2.920649 -0.2225 -0.7247 -0.2264 -0.22
C -0.572806 -1.172538 -3.057397 -0.3643 0.4328 -0.4378 -0.16
O -1.697197 -0.826383 -2.246724 0.4447 -0.5745 -0.1071 -0.17
C -2.393214 -2.004530 -1.897045 -0.4146 0.0045 0.4246 -0.12
O 0.160898 1.053665 -2.313874 0.3840 -0.2285 -0.0268 -0.13
C 0.258460 1.007580 -0.908656 -0.6676 0.8383 0.6834 -0.10
H 0.368932 -2.985384 -0.853456 -0.0352 0.0758 0.3454 0.05
H 1.164665 -1.685152 0.105768 -0.2392 -0.2050 -0.0471 0.06
H 1.835264 -3.296178 0.133217 -0.1870 -0.0929 -0.2265 0.07
H 3.256547 -2.372982 -1.462573 -0.0717 0.2600 -0.2542 0.09
H 1.987864 -2.910413 -2.572787 0.0954 0.0226 0.2682 0.10
H 3.537314 0.019599 -3.126536 0.6417 0.2791 -0.4253 0.09
H 0.849267 0.136712 -3.961268 0.0963 -0.0379 0.2157 0.15
H -0.277365 -2.205940 -2.835908 0.2729 0.2145 0.0592 0.10
H -0.919612 -1.170699 -4.107075 0.0931 -0.0700 0.2133 0.13
H -2.471993 -2.721360 -2.725720 0.0084 0.1783 0.0042 0.09
H -1.913721 -2.511115 -1.044263 0.0193 0.0278 -0.1881 0.08
H -3.405476 -1.731854 -1.584181 0.1467 0.0623 -0.0839 0.09
H -0.446561 1.750180 -0.522237 0.0847 -0.1182 -0.0486 0.09
H -0.069741 0.054168 -0.477252 0.2071 0.0338 -0.2133 0.09
H 1.244532 1.317721 -0.528983 0.0544 -0.3655 -0.2593 0.10
C -0.451728 2.973627 4.116066 -0.1267 0.2182 0.0430 -0.18
C -0.994335 1.582458 4.399597 0.1304 -0.1899 0.1135 -0.18
C -1.582343 1.196195 3.052768 -0.1492 0.0739 -0.1602 -0.20
O -0.792873 1.857047 2.056808 0.0163 0.0322 0.2425 -0.16
C 0.050076 2.827757 2.689493 0.1513 -0.1281 -0.1263 -0.20
H 0.327051 3.291816 4.808299 0.0028 -0.0151 -0.0222 0.11
H -1.263165 3.705247 4.155486 0.0377 -0.0006 0.0015 0.11
H -0.173243 0.908229 4.657805 -0.0369 0.0016 0.0048 0.11
H -1.726174 1.551036 5.206073 -0.0051 0.0066 -0.0263 0.11
H -2.615788 1.545276 2.954631 -0.0235 -0.0549 0.0574 0.12
H -1.562252 0.119632 2.876379 0.0231 0.0258 -0.0840 0.12
H 1.078837 2.451628 2.666874 0.0255 0.0750 0.0313 0.12
H 0.010881 3.763086 2.129639 -0.0307 -0.0579 -0.0685 0.12